Density functional theory data (ωB97M-V/def2-TZVPD) for a structure of composition C27H30N9O9ReS.

```
77
Properties=species:S:1:pos:R:3:forces:R:3:lowdin_spin:R:1
Re 0.9514 -0.0853 0.7963 0.25 -0.45 1.14 0.807
N 1.6441 0.5794 5.0411 0.09 0.04 0.10 0.000
C 1.6089 0.6598 3.6846 0.11 0.02 -0.39 0.001
S 2.4151 -0.5960 2.7717 -0.09 0.18 -0.89 0.003
N 1.0854 1.7109 3.1422 -0.33 0.27 0.77 0.004
N 1.1026 1.7094 1.7794 -0.02 -0.23 -0.88 -0.002
C 1.1932 2.8662 1.2021 0.15 0.14 0.23 0.000
C 1.5574 3.0678 -0.1598 -0.02 -0.53 -0.19 -0.003
C 1.4335 4.3536 -0.7160 0.07 0.10 -0.08 0.001
C 1.9105 4.6357 -1.9700 -0.08 0.09 0.09 -0.003
C 2.5835 3.6346 -2.6837 0.01 -0.11 0.00 0.000
C 2.7473 2.3769 -2.1586 -0.04 -0.10 -0.09 -0.002
C 2.2035 2.0320 -0.9029 -0.11 0.55 0.01 0.003
O 2.3321 0.8109 -0.4670 -0.80 -0.84 0.87 0.019
H 1.7068 -0.3493 5.4208 -0.06 0.00 0.01 0.000
H 1.0300 1.2183 5.5212 -0.05 -0.06 0.00 0.000
H 1.1012 3.7429 1.8381 0.00 -0.07 0.10 0.000
H 0.9456 5.1239 -0.1294 -0.04 -0.02 -0.01 0.000
H 1.7679 5.6168 -2.4019 0.03 0.00 0.01 0.000
H 2.9712 3.8515 -3.6719 0.00 -0.01 0.01 0.000
H 3.2263 1.5905 -2.7264 0.04 -0.01 0.03 0.000
O -4.2485 -3.3664 3.1528 0.01 0.04 -0.03 0.029
C -3.3795 -2.7836 2.5521 -0.19 -0.14 0.22 0.010
C -2.2291 -2.0175 3.1614 0.51 0.39 0.10 0.000
O -2.0276 -1.8469 4.3528 -0.05 -0.05 0.00 -0.002
C -1.4329 -1.5550 2.0389 -1.34 -0.55 -0.34 -0.035
C -1.9642 -1.9887 0.7883 0.48 0.20 0.56 0.011
O -1.3811 -1.7915 -0.2916 -0.25 0.15 -0.16 0.019
C -3.2275 -2.7261 1.0490 -0.08 -0.03 -0.34 0.015
O -3.9894 -3.1913 0.2297 0.04 0.01 0.07 0.041
O -0.3274 -0.8881 2.1089 1.11 0.68 -1.04 0.064
C -4.3943 0.4615 -0.3537 0.06 0.00 -0.07 0.001
C -3.5076 1.0836 -1.4278 -0.05 -0.08 0.13 0.000
C -2.5476 2.1934 -0.8937 -0.18 0.18 -0.05 0.000
C -3.3288 3.2731 -0.1464 0.22 0.10 0.03 0.000
C -2.4693 4.4316 0.3596 -0.04 -0.10 -0.11 0.000
C -1.8737 2.7542 -2.1325 -0.02 -0.03 0.07 0.000
O -2.1901 3.7804 -2.6979 -0.08 -0.11 -0.03 0.000
N -0.9198 1.9124 -2.6371 0.20 0.02 0.07 0.001
C -0.2984 0.8651 -1.9316 -0.44 -0.14 -0.29 0.002
O 0.3920 0.0835 -2.5528 0.14 0.41 0.06 0.002
N -0.4900 0.8395 -0.5772 0.93 -0.64 0.59 0.004
C -1.5220 1.5194 0.0148 -0.06 0.21 0.02 0.002
O -1.6484 1.5557 1.2252 -0.13 -0.03 -0.15 0.005
H -4.8925 -0.4206 -0.7549 0.00 -0.02 0.01 0.000
H -5.1592 1.1567 -0.0082 0.00 -0.01 0.03 0.000
H -3.8011 0.1446 0.5049 -0.03 0.00 0.05 0.000
H -4.1286 1.5305 -2.2098 0.05 0.01 -0.02 0.000
H -2.9096 0.2947 -1.8870 -0.01 -0.01 -0.04 0.000
H -3.8140 2.8018 0.7062 -0.05 -0.01 -0.03 0.000
H -4.0972 3.6545 -0.8226 -0.03 -0.04 0.02 0.000
H -1.7283 4.0657 1.0707 0.00 0.04 0.04 0.000
H -3.1004 5.1626 0.8673 0.06 0.04 0.02 0.000
H -1.9617 4.9306 -0.4671 -0.01 0.03 0.03 0.000
H -0.5262 2.1217 -3.5415 -0.02 -0.03 -0.04 0.000
C 1.2270 -3.2534 0.8444 -0.10 -0.34 0.16 0.001
N 1.6296 -2.1586 -0.0788 -0.31 1.05 -0.04 0.001
C 1.1216 -2.4916 -1.4447 0.04 -0.22 -0.46 0.000
N 1.6350 -3.7798 -1.8982 0.09 -0.04 0.01 0.000
C 1.2248 -4.8103 -0.9463 -0.01 0.00 0.00 0.000
N 1.7424 -4.5421 0.3999 0.04 0.04 -0.02 0.001
C 3.2011 -4.4643 0.3284 -0.07 0.02 -0.01 0.000
N 3.6484 -3.4253 -0.6026 0.05 0.02 0.00 0.000
C 3.1169 -2.1457 -0.1541 0.25 -0.12 -0.04 0.001
C 3.0928 -3.7285 -1.9245 -0.07 -0.02 0.02 0.000
H 0.1395 -3.3025 0.8806 0.09 0.08 -0.04 0.000
H 1.6098 -3.0351 1.8417 -0.02 0.07 -0.02 0.000
H 1.4282 -1.7022 -2.1282 0.06 -0.11 0.15 0.000
H 0.0365 -2.5157 -1.4153 0.14 0.01 0.05 0.000
H 1.6004 -5.7799 -1.2823 0.00 0.00 0.01 0.000
H 0.1347 -4.8453 -0.9061 0.01 0.01 0.00 0.000
H 3.5922 -5.4288 -0.0032 0.01 0.01 0.01 0.000
H 3.5940 -4.2431 1.3234 0.00 -0.01 -0.01 0.000
H 3.4179 -1.3587 -0.8455 -0.06 0.01 0.04 0.000
H 3.5216 -1.9266 0.8343 -0.04 0.03 -0.02 0.000
H 3.4802 -4.6962 -2.2527 0.02 0.01 -0.01 0.000
H 3.4116 -2.9579 -2.6295 -0.01 0.00 0.01 0.000
```
Forces are in eV/Å.

Total charge   -1
Energy above the lowest of the compared OMol25 structures with the same formula, charge and spin   0.872 eV
Multiplicity   2
Calculated total energy   -2693.495554 a.u.
HOMO energy (alpha / beta)   -4.607 / -4.825 eV
E_LUMO (alpha / beta)   0.71 / 1.05 eV
Expectation value of S²   0.77
Frontier orbital gap (alpha / beta)   0.1953 / 0.2160 Eh